This record from OMol25 describes a 8-piece molecular cluster, C2H20NO7 overall in a non-equilibrium geometry. The level of theory is ωB97M-V/def2-TZVPD.

Each line ends with the Mulliken charge.
Element x y z (Å)
C: 0.400790 -0.938210 -2.063791  -1.150
C: -1.022958 0.892044 -2.549263  -0.181
N: -0.537872 0.193902 -1.635463  0.278
H: 1.049606 -1.055370 -1.201065  0.366
H: 1.030609 -0.578051 -2.845199  0.465
H: -0.275892 -1.745011 -2.308165  0.357
H: -0.920920 0.676049 -3.666428  0.237
H: -1.707748 1.760430 -2.481597  0.264
H: -0.655301 0.174268 -0.535595  0.383
H: 1.984782 1.444942 -2.563658  0.294
H: 1.582164 2.783583 -1.774768  0.301
O: 1.277004 2.090476 -2.409798  -0.587
H: -0.181686 0.062359 2.935473  0.261
H: 0.976414 0.452683 3.808961  0.362
O: 0.619059 -0.335788 3.296197  -0.717
H: 2.597880 0.046088 -0.013408  0.278
H: 3.635441 -0.429049 -1.020068  0.255
O: 2.790484 -0.010136 -0.923816  -0.505
H: -3.404123 0.030291 2.843474  0.292
H: -1.899471 -0.555221 3.260593  0.310
O: -2.554357 -0.296296 2.604321  -0.646
H: 2.870089 -1.516472 1.714357  0.305
H: 1.525656 -0.763029 2.015692  0.437
O: 2.048741 -1.223509 1.343988  -0.692
H: -1.322266 -2.325120 0.242028  0.343
H: -2.301035 -1.428138 0.774150  0.282
O: -1.949181 -1.659516 -0.127263  -0.617
H: -1.910970 2.160764 0.859703  0.295
H: -1.863715 0.855411 1.642927  0.402
O: -1.407720 1.318508 0.900145  -0.671

Cartesian forces, eV/Å:
C -1.3 1.1 1.5
C -1.8 1.5 -2.1
N 1.4 -2.2 1.3
H -0.2 -0.8 -0.2
H 0.1 0.0 -0.8
H 0.4 -0.5 -0.1
H 0.7 -0.2 1.8
H 0.5 -0.6 1.0
H -0.6 1.2 -2.8
H 0.1 0.6 0.6
H 0.0 -1.1 -0.9
O 0.2 0.9 0.3
H 0.1 0.1 -0.4
H -0.3 -1.5 -0.7
O -0.1 2.1 1.4
H -0.2 -0.3 1.9
H 0.6 -0.3 0.1
O 0.2 0.8 -2.4
H -0.7 0.1 1.3
H -1.1 0.0 0.8
O 1.5 -0.6 -1.5
H 0.5 -0.2 0.6
H 0.3 -0.3 0.5
O -0.4 0.2 -1.2
H -0.2 0.2 -1.1
H -0.3 0.4 -1.3
O 0.6 -0.6 2.5
H 0.7 -0.6 -0.2
H 0.2 -0.1 -0.7
O -0.7 0.9 0.5

Properties
- Charge: +1
- Molar mass: 170.18 g mol⁻¹
- ΔE to the lowest compared entry with this formula, charge and spin: 138.7 kJ/mol
- HOMO: -14.09 eV